[1]
ORCA calculation (the ωB97M-V functional and the def2-TZVPD basis) on a single C11H15NO2S molecule in a non-equilibrium geometry.

Geometry (Å):
H1 0.0474 2.2553 -0.5821
H2 -1.8723 -1.7780 1.6516
H3 1.6225 -0.7217 -1.8306
H4 2.0402 -1.8603 -0.5219
O1 -4.4817 -0.9690 -1.3358
C1 -2.2673 -1.2760 -0.5230
C2 -1.4996 -1.1021 0.7962
H5 -3.2391 -1.9351 -0.5696
H6 3.8011 -0.1590 1.0392
H7 -1.6406 -1.3350 -1.4917
C3 -2.3332 0.0001 0.1091
C4 2.5351 1.6758 -0.4899
C5 -1.6658 1.2250 -0.2790
C6 2.8021 -0.1706 1.4163
C7 2.2291 -0.8935 -0.9149
C8 0.4343 0.2846 0.2505
S1 -4.0177 0.1347 0.8796
N1 -4.4396 0.1372 -0.8081
H8 3.5666 1.4771 -0.6621
H9 3.3000 -0.7782 -1.2179
H10 -2.3671 2.0322 -0.6572
O2 -4.1605 1.4918 1.3409
H11 2.3904 0.4548 2.2347
C9 1.9796 0.2586 0.0984
H12 0.4549 -1.7476 1.0503
H13 2.7082 -1.2469 1.6987
C10 -0.3511 1.3282 -0.2373
H14 2.4071 2.2948 0.2278
C11 -0.1366 -0.8797 0.7949
H15 2.1535 1.8026 -1.4671

Summary:
* energy relative to the best compared isomer or geometry (same formula, charge and spin): 156.8 kcal per mole
* gap between HOMO and LUMO: 7.2902 eV
* charge: 0

Results of the Löwdin charge analysis, in e, for atoms 1 through 5: 0.11, 0.17, 0.10, 0.06, -0.12

***

[2]
ORCA calculation (the ωB97M-V functional and the def2-TZVPD basis) on a single C10H15NO3S molecule in a non-equilibrium geometry.

Geometry (Å):
O1 1.6508 -0.8375 1.5052
C1 -0.7575 0.8324 0.0157
H1 -3.1617 0.0792 -2.1238
S1 0.9357 1.3210 -0.0412
C2 3.4057 0.0988 0.0169
C3 -4.8013 -0.4675 0.0038
H2 3.5777 0.6969 0.8556
O2 1.2455 2.1025 1.1648
H3 -3.4059 0.2695 2.0351
C4 -2.7379 0.2449 -1.1505
C5 4.4209 -1.0432 -0.0273
N1 1.4823 -1.1736 -0.8243
H4 1.5742 -0.6645 -1.7067
H5 2.0429 -0.1611 2.1010
H6 -4.9083 -1.1237 -0.8145
C6 -3.4406 0.1010 -0.0264
C7 -1.3952 0.6813 1.2296
H7 -0.8128 0.8564 -2.1523
H8 -4.9947 -1.0591 0.9708
H9 5.4501 -0.7366 -0.0737
H10 0.3999 -1.3893 -0.7837
H11 -0.8445 1.0680 2.0900
C8 1.9554 -0.2887 0.1866
H12 4.1740 -1.6978 0.8107
O3 1.1378 1.9385 -1.3605
H13 -5.6137 0.2022 -0.1645
H14 4.2229 -1.6326 -0.8946
H15 3.3168 0.8036 -0.8275
C9 -1.3640 0.6200 -1.1646
C10 -2.7544 0.3591 1.1503

Summary:
* energy relative to the best compared isomer or geometry (same formula, charge and spin): 22.4 kcal per mole
* gap between HOMO and LUMO: 9.9282 eV
* charge: 0

Results of the Löwdin charge analysis, in e, for atoms 1 through 5: -0.01, -0.35, 0.12, 0.78, -0.20

***

[3]
ORCA calculation (the ωB97M-V functional and the def2-TZVPD basis) on 2 unconnected molecules or ions with the total composition C3H10N2O in a non-equilibrium geometry.

Geometry (Å):
N1 0.9503 -0.9179 -1.2699
H1 -0.3681 3.0770 0.1955
H2 -1.4199 2.2735 -0.9899
H3 1.8616 0.5977 0.6902
C1 0.0295 0.1976 -1.2237
H4 -0.6404 -2.0091 0.6356
H5 0.6907 -1.5412 -0.5115
H6 -0.5871 0.4066 -2.0614
O1 -0.7975 -2.6060 1.3725
N2 0.8942 0.7494 0.9282
H7 -1.6708 2.0011 0.6905
C2 -0.8858 2.1534 -0.0397
H8 0.8122 -1.4753 -2.1027
H9 0.7149 1.2705 1.7655
C3 0.0538 0.9874 -0.1558
H10 -1.7279 -2.5647 1.6068

Summary:
* energy relative to the best compared isomer or geometry (same formula, charge and spin): 27.6 kcal per mole
* gap between HOMO and LUMO: 8.4791 eV
* charge: 0

Results of the Löwdin charge analysis, in e, for atoms 1 through 5: 0.02, 0.07, 0.08, 0.09, -0.18

***

[4]
ORCA calculation (the ωB97M-V functional and the def2-TZVPD basis) on a single C13H21NO3S molecule.

Geometry (Å):
H1 -1.4944 1.1161 -1.0297
C1 -2.3909 -1.3571 -0.6730
C2 0.1087 -0.4795 2.0845
C3 0.9860 -0.5330 0.8538
H2 -1.7381 -3.2336 1.2595
C4 0.7119 3.3912 1.2927
O1 -0.2310 1.2302 -2.7170
C5 -1.4892 0.8240 0.0164
C6 -0.8432 -2.6466 1.4586
H3 0.5844 -0.9953 2.9200
H4 1.1259 -2.9748 0.5415
H5 -0.2187 -3.3041 -0.5407
H6 -2.4047 -0.9416 -1.6779
H7 2.4468 2.2729 0.9612
C7 1.5147 2.7124 -0.9691
H8 -2.4477 1.0943 0.4558
C8 1.5878 2.7666 0.5269
H9 0.8264 3.4439 2.3626
H10 -0.7094 1.3899 0.5145
H11 -0.0422 0.5553 2.3908
H12 1.6499 -1.5627 -1.6952
H13 -3.3541 -1.1525 -0.2104
C9 0.1399 -1.1688 -0.2292
H14 -0.1472 3.8935 0.8781
C10 -1.1768 -1.1587 1.6029
O2 2.1445 -0.2134 0.7690
N1 1.9579 1.4643 -1.5449
O3 1.7519 0.1049 -3.6213
S1 0.9904 0.5137 -2.4765
H15 -2.2726 -2.4324 -0.7501
C11 -1.2842 -0.6835 0.1349
H16 2.6963 0.9823 -1.0608
H17 -0.3818 -3.0443 2.3620
H18 0.4986 2.8784 -1.3315
H19 0.0036 -1.5764 -2.3401
H20 -2.0457 -0.9542 2.2255
C12 0.6731 -1.0861 -1.6364
C13 0.1222 -2.6524 0.2625
H21 2.1510 3.5172 -1.3698

Summary:
* energy relative to the best compared isomer or geometry (same formula, charge and spin): 24.8 kcal per mole
* gap between HOMO and LUMO: 10.2972 eV
* charge: 0

Results of the Löwdin charge analysis, in e, for atoms 1 through 5: 0.06, -0.01, -0.04, -0.34, 0.11

***

[5]
ORCA calculation (the ωB97M-V functional and the def2-TZVPD basis) on a single C6H2F3I2N molecule in a non-equilibrium geometry.

Geometry (Å):
H1 -0.7538 -0.5971 1.5627
C1 0.0825 -1.1991 -0.4155
C2 -0.2757 -1.4034 1.0494
I1 -1.3359 2.7775 -2.0924
C3 -0.4897 1.1053 -1.0862
H2 1.6609 1.0779 1.7150
C4 -0.7088 -0.1898 -1.3982
I2 0.0737 -3.1093 2.2227
C5 0.9595 0.7300 0.9110
F1 0.4663 -2.3438 -1.0787
N1 0.8871 -0.6545 0.6107
C6 0.2477 1.5474 0.1206
F2 -1.2881 -0.6023 -2.4981
F3 0.4741 2.8613 0.3770

Summary:
* gap between HOMO and LUMO: 8.6869 eV
* charge: 0

Results of the Löwdin charge analysis, in e, for atoms 1 through 5: 0.08, -0.36, -0.67, 0.94, -0.53

***

[6]
ORCA calculation (the ωB97M-V functional and the def2-TZVPD basis) on a molecular structure, C33H38FeN4S in a non-equilibrium geometry.

Geometry (Å):
H1 0.2133 -2.8270 1.1310
C1 3.0410 -2.7596 2.6697
H2 0.5681 2.2985 -1.6649
H3 4.8685 -4.4818 0.3784
C2 2.1642 0.2984 0.2686
H4 -3.5791 -0.6199 -0.8305
H5 -2.8329 -0.7741 0.7786
H6 1.5866 0.1183 1.8913
C3 4.1792 0.7010 -0.6527
N1 2.1198 1.5165 -0.4438
H7 -2.3185 1.7638 -2.1053
H8 -5.1932 4.4402 1.2228
H9 5.1014 -3.2919 -1.5481
C4 -1.6714 1.1843 -2.7918
H10 -8.8279 2.5808 0.2399
C5 3.3541 1.6973 -1.0669
C6 -5.6990 2.1202 -1.0539
N2 3.4710 -0.1038 0.2296
C7 2.2974 -0.3452 2.6561
H11 -2.9343 0.8324 -0.0182
C8 1.3700 -2.8832 -1.6311
C9 -0.1147 3.8392 0.6424
H12 -2.3203 0.7521 -3.5798
H13 -7.5961 1.1912 -1.4554
H14 1.9601 -0.8808 -3.7137
H15 -1.2089 -3.4689 0.2357
N3 -0.5607 1.6425 1.3581
H16 -1.4405 -2.1418 1.4066
C10 4.3701 -3.6484 0.8747
C11 -7.0613 3.6130 0.8600
C12 -7.0621 1.9315 -0.8618
C13 0.0145 2.4492 0.4751
H17 4.1813 -5.0385 3.8449
C14 -1.4037 2.0624 2.2793
H18 -7.5038 4.2438 1.6313
H19 2.1694 -2.7110 -2.3679
H20 5.2271 0.5379 -0.8759
H21 4.2125 -1.7905 -1.8640
Fe1 0.5951 -0.0063 -0.6932
C15 -7.7550 2.6945 0.0931
C16 0.2262 -0.6265 -2.4915
C17 3.7375 -3.8328 2.1070
C18 -2.7679 -0.2448 -0.1805
C19 0.9630 -0.4293 -3.7889
C20 3.0443 -1.4937 2.0836
C21 4.3657 -2.4018 0.2285
C22 -1.4341 -0.4949 -0.8153
C23 -4.9870 3.0346 -0.2561
H22 0.5036 4.4686 0.0111
H23 0.4301 -0.8809 -4.6398
S1 -3.3317 3.3044 -0.3201
C24 -1.6195 3.4271 2.4846
C25 0.7468 1.8285 -0.7129
H24 0.8090 -3.7997 -1.8959
H25 2.9652 0.4645 2.9818
H26 -0.9789 1.9069 -3.2576
H27 5.8584 -1.7246 -1.1913
C26 -0.9539 0.0945 -2.0409
C27 -0.9311 4.3240 1.6586
C28 -0.7479 -2.5571 0.6563
H28 -1.0564 5.3972 1.7861
H29 2.4847 -2.8798 3.5974
N4 -5.7162 3.7672 0.6679
H30 4.3419 -5.8863 2.2976
C29 4.9098 -2.2800 -1.1655
H31 1.1149 0.6353 -4.0100
H32 3.6331 2.5756 -1.6142
H33 -2.3297 3.7482 3.2387
C30 -0.5275 -1.5582 -0.4347
H34 -5.1268 1.5786 -1.8021
H35 1.8406 -3.0721 -0.6511
H36 -1.9030 1.2637 2.8215
C31 3.7651 -1.3225 0.8937
C32 0.4607 -1.7058 -1.5231
H37 2.7420 -5.5361 2.9677
H38 1.7314 -0.6870 3.5233
C33 3.7567 -5.1410 2.8379

Summary:
* gap between HOMO and LUMO (spin up / spin down): 1.9496 / 3.4837 eV
* multiplicity: 6
* charge: -1

Results of the Löwdin charge analysis, in e, for atoms 1 through 5: 0.08, -0.03, 0.10, 0.10, -0.21